{"formula": "C52H56BF15GeIMgN8OS2Si", "method": "ωB97M-V with the def2-TZVPD basis set", "elements": ["Mg", "C", "C", "C", "C", "N", "N", "B", "N", "N", "C", "C", "C", "C", "C", "C", "C", "C", "N", "N", "C", "C", "C", "C", "C", "C", "C", "C", "C", "C", "C", "C", "H", "H", "H", "H", "H", "H", "H", "H", "H", "H", "H", "H", "H", "H", "H", "H", "H", "H", "H", "H", "H", "H", "H", "H", "H", "H", "H", "H", "H", "H", "H", "H", "H", "H", "H", "H", "H", "H", "H", "H", "C", "Si", "C", "C", "C", "C", "C", "C", "N", "C", "S", "H", "H", "H", "H", "H", "H", "H", "H", "H", "H", "H", "H", "N", "C", "O", "C", "I", "H", "H", "H", "H", "F", "C", "C", "C", "F", "C", "F", "C", "F", "C", "F", "Ge", "S", "C", "C", "F", "C", "F", "C", "F", "C", "F", "C", "F", "C", "C", "F", "C", "F", "C", "F", "C", "F", "C", "F"], "xyz": [[-0.057490, 0.207585, -0.379093], [2.110124, 4.483782, 1.805397], [0.908175, 3.636897, 1.537756], [-0.395080, 3.881366, 1.889507], [-1.145714, 2.785593, 1.424151], [-0.331233, 1.916120, 0.827816], [0.937260, 2.452282, 0.895462], [2.203350, 1.728527, 0.378740], [2.230085, 1.537587, -1.168307], [1.405816, 0.677528, -1.857413], [1.761466, 0.759079, -3.141563], [2.840414, 1.649095, -3.272099], [3.093316, 2.134132, -2.010768], [4.135899, 3.121118, -1.596416], [1.107511, 0.054342, -4.322110], [2.197818, -0.328759, -5.334438], [0.130197, 1.010941, -5.023235], [0.357874, -1.215374, -3.925367], [2.380385, 0.373781, 1.097406], [1.477737, -0.662280, 1.004391], [1.941182, -1.628108, 1.806759], [3.129541, -1.201829, 2.422656], [3.371197, 0.064217, 1.952081], [4.504274, 0.975808, 2.292515], [1.366870, -3.017660, 2.023577], [1.046522, -3.212202, 3.514131], [0.111962, -3.263450, 1.197034], [2.448022, -4.042704, 1.646129], [-2.660058, 2.732800, 1.558168], [-3.016366, 2.774647, 3.054024], [-3.226054, 3.987859, 0.867596], [-3.315462, 1.515217, 0.912943], [1.792351, 5.387219, 2.324355], [2.618858, 4.775878, 0.885692], [2.836644, 3.966279, 2.434290], [-0.759478, 4.749412, 2.414694], [3.139479, 2.414319, 0.653033], [3.354000, 1.938770, -4.174291], [4.702371, 3.423621, -2.476321], [4.828480, 2.697021, -0.868493], [3.694253, 4.012988, -1.149290], [2.620066, 0.551054, -5.824597], [1.758345, -0.960148, -6.111583], [3.012567, -0.880536, -4.857072], [0.617799, 1.960976, -5.260638], [-0.731778, 1.230359, -4.394499], [-0.213268, 0.554617, -5.957208], [1.054225, -2.020111, -3.692176], [-0.273022, -1.535750, -4.759024], [-0.277346, -1.058959, -3.055326], [3.734925, -1.745800, 3.129937], [5.170646, 0.463310, 2.985012], [4.154326, 1.892190, 2.770872], [5.076472, 1.261825, 1.408837], [0.328321, -2.464902, 3.850227], [1.951256, -3.128181, 4.123495], [0.623227, -4.210076, 3.669002], [-0.699703, -2.625115, 1.545924], [-0.201455, -4.308425, 1.295517], [0.306105, -3.037004, 0.147919], [3.342077, -3.915835, 2.260668], [2.749003, -3.945822, 0.603598], [2.067511, -5.055738, 1.805889], [-2.609313, 3.667703, 3.535901], [-2.623586, 1.894674, 3.567219], [-4.106236, 2.794450, 3.166277], [-2.950846, 4.901848, 1.400187], [-4.317941, 3.925750, 0.837662], [-2.857627, 4.057585, -0.159508], [-2.872650, 0.582266, 1.260829], [-3.240027, 1.575534, -0.172168], [-4.377804, 1.510613, 1.175689], [-3.699650, 1.800095, -5.139814], [-4.584124, 1.114090, -3.644998], [-6.091261, 0.203818, -4.308487], [-5.204849, 2.490885, -2.549949], [-3.583003, -0.144460, -2.681176], [-4.031427, -1.442551, -2.538808], [-3.337110, -2.375815, -1.762293], [-2.200015, -1.948290, -1.134332], [-1.715583, -0.696416, -1.245562], [-2.371108, 0.224180, -2.020206], [-1.696096, 1.797611, -2.128823], [-4.375263, 2.462296, -5.692267], [-3.388663, 0.995678, -5.813942], [-2.813908, 2.366463, -4.847324], [-6.714361, 0.910595, -4.866209], [-6.707305, -0.223489, -3.510801], [-5.809781, -0.603241, -4.992969], [-5.979574, 3.068491, -3.064995], [-4.386253, 3.160560, -2.278043], [-5.633778, 2.090679, -1.626253], [-4.951909, -1.748673, -3.026083], [-3.692250, -3.388678, -1.630559], [-1.641744, -2.612450, -0.489977], [1.667288, -4.713639, -1.988342], [2.347625, -3.548589, -1.895042], [1.853768, -2.507734, -1.514644], [3.779996, -3.514259, -2.391150], [4.956039, -5.261009, -2.028629], [0.730265, -4.743195, -1.621604], [2.135143, -5.578037, -2.193578], [4.282145, -2.684992, -1.908436], [3.782092, -3.369151, -3.469141], [-1.964451, -4.326846, 5.732049], [-1.456155, -3.271729, 6.396698], [-1.812169, -1.976487, 6.070977], [-1.179078, -0.978879, 6.800119], [-1.408430, 0.311209, 6.530701], [-0.280534, -1.242672, 7.815476], [0.294916, -0.251960, 8.506841], [0.035840, -2.553366, 8.113702], [0.907672, -2.829244, 9.088812], [-0.552724, -3.575481, 7.399944], [-0.238477, -4.846897, 7.681721], [-2.790588, -1.426175, 4.409756], [-1.365285, -0.532044, 3.167165], [-4.358746, -0.288259, 4.909599], [-4.648584, 0.297695, 6.126249], [-3.932813, 0.014674, 7.224798], [-5.701594, 1.179408, 6.294030], [-5.953001, 1.731349, 7.487531], [-6.511851, 1.486114, 5.219892], [-7.531331, 2.335720, 5.371419], [-6.276091, 0.897649, 3.992271], [-7.072472, 1.179346, 2.956106], [-5.213445, 0.025986, 3.864402], [-5.030131, -0.527150, 2.654932], [-3.872053, -3.038855, 3.905852], [-4.647593, -3.667187, 4.864194], [-4.642244, -3.230928, 6.135171], [-5.438356, -4.765533, 4.589341], [-6.163816, -5.357115, 5.545962], [-5.474430, -5.262158, 3.301185], [-6.235925, -6.321580, 3.013652], [-4.726379, -4.657513, 2.312432], [-4.774803, -5.134467, 1.061748], [-3.942779, -3.561638, 2.628154], [-3.264199, -3.009179, 1.617601]], "atomic_forces_ev_per_a": [[-0.415, -0.194, -0.037], [-0.019, -0.036, 0.004], [-0.050, -0.079, -0.020], [-0.041, 0.047, 0.037], [-0.042, 0.109, -0.051], [0.461, 0.292, 0.194], [-0.021, -0.094, -0.039], [0.026, -0.026, 0.048], [-0.071, -0.085, 0.051], [0.426, 0.416, 0.122], [0.013, -0.135, -0.025], [-0.084, 0.140, -0.132], [-0.015, -0.116, 0.040], [-0.026, -0.011, -0.006], [-0.021, -0.025, 0.082], [0.010, -0.019, -0.007], [0.070, 0.098, -0.039], [0.007, -0.006, 0.083], [-0.192, -0.043, -0.012], [0.265, 0.200, 0.004], [-0.018, 0.052, -0.078], [0.000, -0.113, 0.058], [-0.052, 0.001, -0.049], [-0.019, 0.006, 0.015], [0.026, 0.052, 0.042], [0.015, 0.020, 0.028], [0.000, 0.122, -0.031], [0.036, -0.011, -0.029], [0.033, -0.044, -0.021], [-0.006, 0.010, -0.013], [0.009, 0.009, -0.017], [0.023, -0.042, -0.065], [0.016, 0.000, -0.010], [-0.020, -0.007, 0.005], [-0.024, 0.010, -0.013], [-0.011, -0.050, -0.015], [-0.059, -0.033, -0.006], [-0.027, -0.048, 0.017], [0.000, 0.012, 0.008], [-0.005, 0.004, -0.013], [-0.003, -0.026, -0.012], [0.017, -0.026, 0.025], [0.022, 0.023, 0.014], [-0.044, 0.001, -0.006], [0.006, -0.040, -0.020], [0.057, -0.046, -0.012], [0.011, 0.018, 0.020], [-0.036, 0.021, 0.018], [-0.004, 0.009, 0.018], [0.044, -0.020, -0.125], [-0.039, 0.007, -0.034], [0.011, 0.011, -0.005], [0.001, -0.029, -0.012], [-0.009, -0.013, 0.006], [-0.003, -0.008, -0.001], [-0.036, -0.014, -0.027], [0.015, 0.025, 0.004], [-0.037, 0.016, 0.055], [0.003, 0.041, -0.013], [0.047, -0.082, -0.036], [-0.045, -0.023, -0.013], [-0.015, 0.008, -0.029], [0.006, 0.023, -0.009], [-0.018, -0.023, -0.015], [-0.013, 0.030, -0.033], [0.052, 0.022, -0.007], [0.015, -0.025, -0.028], [0.036, 0.013, 0.027], [-0.047, -0.029, 0.040], [-0.034, 0.010, 0.037], [-0.026, 0.021, 0.161], [0.036, -0.024, 0.019], [0.124, 0.053, -0.112], [-0.073, -0.012, -0.038], [-0.110, -0.067, -0.032], [0.009, 0.131, 0.122], [0.144, -0.004, 0.063], [-0.010, 0.001, -0.012], [-0.092, 0.006, -0.097], [0.125, 0.219, 0.115], [-0.326, -0.103, -0.090], [0.009, -0.242, 0.057], [-0.074, -0.208, -0.100], [0.040, -0.036, 0.017], [-0.009, 0.050, 0.032], [-0.061, -0.027, -0.030], [0.017, -0.060, 0.020], [0.032, 0.039, -0.060], [-0.038, 0.049, 0.038], [0.038, -0.027, 0.022], [-0.071, -0.034, 0.011], [0.010, 0.029, -0.047], [0.039, 0.011, 0.011], [0.014, 0.024, 0.021], [-0.004, 0.010, -0.005], [-0.035, 0.000, -0.034], [0.000, 0.086, -0.010], [0.021, -0.084, 0.034], [0.046, -0.055, -0.034], [-0.010, -0.008, 0.003], [0.001, 0.043, 0.001], [0.031, -0.011, 0.033], [-0.007, 0.025, 0.018], [-0.001, 0.014, -0.007], [-0.022, 0.061, -0.052], [-0.043, -0.026, 0.013], [0.040, 0.115, -0.084], [-0.034, 0.007, 0.003], [-0.022, -0.031, -0.062], [0.028, 0.054, 0.022], [-0.008, -0.006, -0.021], [0.063, -0.035, 0.104], [-0.010, 0.001, -0.012], [0.022, -0.070, 0.018], [-0.010, 0.004, -0.008], [-0.038, -0.220, 0.365], [-0.034, -0.016, -0.206], [0.075, 0.070, -0.124], [0.009, -0.080, 0.053], [-0.018, -0.025, -0.041], [-0.030, 0.060, 0.086], [0.005, -0.012, -0.010], [-0.095, 0.059, -0.018], [0.005, -0.011, 0.000], [-0.057, 0.017, -0.009], [0.007, 0.005, -0.009], [0.025, 0.014, 0.015], [0.053, -0.035, 0.049], [0.164, 0.036, -0.020], [0.028, -0.054, -0.038], [0.019, 0.081, -0.015], [-0.057, -0.025, 0.064], [0.003, 0.015, 0.009], [-0.072, -0.109, -0.045], [0.007, 0.006, 0.003], [-0.020, -0.048, -0.051], [0.016, 0.017, 0.012], [-0.005, 0.094, -0.034], [0.062, 0.023, 0.014]], "lowdin_charge": [0.597, -0.018, -0.259, 0.024, -0.229, 0.068, 0.038, -0.503, 0.041, 0.078, -0.224, 0.021, -0.264, -0.021, -0.521, -0.061, -0.059, -0.031, 0.035, 0.104, -0.229, 0.023, -0.262, -0.019, -0.523, -0.054, -0.073, -0.039, -0.517, -0.045, -0.046, -0.074, 0.079, 0.070, 0.072, 0.111, 0.103, 0.107, 0.078, 0.074, 0.074, 0.074, 0.084, 0.081, 0.088, 0.000, 0.085, 0.063, 0.093, 0.055, 0.111, 0.079, 0.074, 0.076, 0.016, 0.081, 0.089, 0.017, 0.096, 0.043, 0.078, 0.057, 0.088, 0.078, 0.035, 0.080, 0.074, 0.085, 0.072, 0.018, 0.014, 0.082, -0.188, 0.483, -0.200, -0.183, -0.242, -0.079, -0.065, -0.134, -0.041, -0.752, 0.677, 0.028, 0.031, 0.001, 0.027, 0.031, 0.030, 0.028, 0.005, 0.034, 0.089, 0.098, 0.081, 0.169, -0.673, 0.036, -0.550, 0.777, 0.112, 0.041, 0.054, 0.048, 0.086, -0.223, -0.132, -0.247, 0.081, -0.139, 0.114, -0.138, 0.116, -0.146, 0.109, 0.590, 0.306, -0.114, -0.209, 0.096, -0.141, 0.112, -0.138, 0.120, -0.154, 0.115, -0.240, 0.085, -0.116, -0.233, 0.096, -0.142, 0.113, -0.137, 0.119, -0.139, 0.108, -0.220, 0.082], "relative_energy_ev": 0.495, "charge": -1, "homo_energy_ha": -0.1843, "e_tot_ev": -209859.85225, "gap_ha": 0.240, "fmax_ha_per_bohr": 0.01182}